No. 1
Below is a gas-phase ion, CH7N3O3P (charge +1), with properties calculated with ωB97M-V with the def2-TZVPD basis set.

Geometry as ORCA input:
```
! wB97M-V def2-TZVPD RIJCOSX def2/J DEFGRID3
* xyz 1 1
C 1.26 0.32 0.08
N 0.08 0.70 -0.39
N 1.40 -0.69 0.92
N 2.32 0.92 -0.45
O -1.55 -1.66 -0.14
O -1.84 0.20 1.34
O -2.46 0.73 -1.11
P -1.39 0.18 -0.11
H 0.46 -0.99 1.35
H 2.20 -1.04 1.41
H 2.22 1.52 -1.29
H 3.31 0.74 -0.32
H -1.07 -2.01 -0.89
H -2.82 -0.19 1.38
H -2.12 1.26 -1.79
*
```

The LUMO energy is -3.19 eV. The total energy comes out at -21048.126 eV. The value obtained for the energy above the lowest of the compared OMol25 structures with the same formula, charge and spin is 17.84 kcal per mole. The highest occupied orbital energy is -0.5476 Ha. As for the SMILES: NC(=[NH2+])N=P(O)(O)O.

=====

No. 2
Below is a single C17H22N2O3 molecule, with properties calculated with ωB97M-V with the def2-TZVPD basis set.

Geometry as ORCA input:
```
! wB97M-V def2-TZVPD RIJCOSX def2/J DEFGRID3
* xyz 0 1
C 2.00 0.11 -2.24
C 3.15 1.00 -1.77
O 4.42 0.37 -1.81
C 4.67 -0.57 -0.79
C 5.09 0.08 0.55
H 5.01 1.17 0.45
H 6.13 -0.15 0.77
C 4.22 -0.38 1.73
N 2.86 0.08 1.61
C 1.84 -0.72 1.24
O 1.96 -1.92 1.07
C 0.53 -0.02 1.04
C -0.54 -0.80 0.74
C -1.91 -0.44 0.47
C -2.38 0.88 0.49
C -3.71 1.17 0.23
C -4.59 0.12 -0.08
C -4.14 -1.21 -0.11
C -2.81 -1.46 0.16
H -2.46 -2.48 0.14
C -5.09 -2.32 -0.43
H -5.91 -2.36 0.29
H -4.58 -3.27 -0.41
H -5.52 -2.19 -1.43
O -5.88 0.45 -0.33
H -6.39 -0.35 -0.53
C -4.23 2.57 0.25
H -5.03 2.66 0.99
H -3.44 3.27 0.49
H -4.65 2.83 -0.72
H -1.71 1.69 0.72
H -0.32 -1.86 0.68
C 0.54 1.37 1.16
N 0.65 2.52 1.27
H 2.70 1.08 1.70
H 4.19 -1.47 1.76
H 4.65 0.00 2.67
H 5.49 -1.17 -1.18
H 3.81 -1.22 -0.63
H 3.25 1.86 -2.44
H 2.94 1.39 -0.76
H 1.08 0.68 -2.24
H 1.87 -0.75 -1.58
H 2.20 -0.25 -3.24
*
```

The LUMO energy is -0.47 eV. The total energy comes out at -27108.683 eV. The value obtained for the energy above the lowest of the compared OMol25 structures with the same formula, charge and spin is 54.79 kcal per mole. The highest occupied orbital energy is -0.3119 Ha. As for the SMILES: CCOCCCNC(=O)/C(C#N)=C/c1cc(C)c(O)c(C)c1.

=====

No. 3
Below is 2 unconnected molecules or ions with the total composition C2H4OS2, with properties calculated with ωB97M-V with the def2-TZVPD basis set.

Geometry as ORCA input:
```
! wB97M-V def2-TZVPD RIJCOSX def2/J DEFGRID3
* xyz 0 1
C 1.14 -0.32 -0.14
C 0.61 0.77 0.60
O -2.05 -0.54 -0.29
S 2.35 -1.12 -0.69
S -1.22 -1.93 -0.78
H 0.98 1.71 0.17
H 0.95 0.69 1.63
H -0.49 0.75 0.57
H -2.27 -0.02 -1.07
*
```

The LUMO energy (alpha / beta) is -0.28 / -1.03 eV. The total energy comes out at -25853.104 eV. The value obtained for the energy above the lowest of the compared OMol25 structures with the same formula, charge and spin is 78.20 kcal per mole. The highest occupied orbital energy (alpha / beta) is -0.3140 / -0.2669 Ha.

=====

No. 4
Below is 6 unconnected molecules or ions with the total composition C26H26Br3N5, with properties calculated with ωB97M-V with the def2-TZVPD basis set.

Geometry as ORCA input:
```
! wB97M-V def2-TZVPD RIJCOSX def2/J DEFGRID3
* xyz 0 1
C -0.82 -0.42 1.64
Br 0.47 0.68 2.78
Br -2.73 -0.05 2.05
Br -0.34 -2.36 1.75
H -0.71 -0.22 0.58
N 0.89 4.24 -2.67
C -0.20 5.02 -2.76
C -1.46 4.47 -2.79
C -1.61 3.08 -2.76
C -0.49 2.26 -2.65
C 0.77 2.85 -2.54
H -0.11 6.06 -3.00
H -2.32 5.03 -3.11
H -2.62 2.74 -2.90
H -0.57 1.19 -2.68
H 1.67 2.25 -2.47
N 4.06 -6.24 3.78
C 5.36 -5.99 4.07
C 5.88 -5.07 4.91
C 4.97 -4.19 5.48
C 3.62 -4.31 5.12
C 3.15 -5.43 4.35
H 6.04 -6.64 3.53
H 6.95 -4.89 4.98
H 5.33 -3.36 6.08
H 2.85 -3.61 5.40
H 2.13 -5.45 3.99
N -5.49 -1.01 -2.10
C -5.02 -0.72 -3.38
C -3.81 -1.23 -3.89
C -3.13 -2.16 -3.11
C -3.66 -2.48 -1.88
C -4.88 -1.94 -1.39
H -5.60 -0.18 -4.12
H -3.44 -0.84 -4.82
H -2.22 -2.59 -3.50
H -3.16 -3.23 -1.28
H -5.37 -2.22 -0.47
N 3.50 -2.37 -2.06
C 3.77 -2.10 -0.74
C 4.71 -2.88 -0.06
C 5.39 -3.94 -0.74
C 5.15 -4.18 -2.10
C 4.15 -3.41 -2.69
H 3.28 -1.26 -0.27
H 5.00 -2.67 0.95
H 6.14 -4.54 -0.25
H 5.74 -4.91 -2.64
H 3.87 -3.54 -3.72
N -5.49 5.86 1.33
C -4.37 5.16 1.49
C -3.10 5.81 1.60
C -3.09 7.22 1.36
C -4.26 7.86 1.03
C -5.44 7.19 1.05
H -4.44 4.09 1.51
H -2.19 5.23 1.68
H -2.14 7.73 1.39
H -4.18 8.90 0.76
H -6.37 7.72 0.90
*
```

The LUMO energy is -0.77 eV. The total energy comes out at -244958.118 eV. The highest occupied orbital energy is -0.3483 Ha. As for the SMILES: BrC(Br)Br.c1ccncc1.c1ccncc1.c1ccncc1.c1ccncc1.c1ccncc1.

=====

No. 5
Below is 2 unconnected molecules or ions with the total composition C3H12N2O2, with properties calculated with ωB97M-V with the def2-TZVPD basis set.

Geometry as ORCA input:
```
! wB97M-V def2-TZVPD RIJCOSX def2/J DEFGRID3
* xyz 0 1
N -0.23 -0.69 2.16
C -0.67 0.06 0.98
C 0.18 -0.15 -0.26
O -0.36 -1.21 -1.06
C -0.78 1.53 1.33
N 0.53 2.16 1.56
H 0.61 -0.28 2.56
H 0.00 -1.64 1.89
H -1.69 -0.28 0.78
H 1.19 -0.42 0.03
H 0.27 0.76 -0.86
H 0.03 -1.12 -1.93
H -1.35 1.61 2.24
H -1.35 1.99 0.54
H 0.67 3.03 1.07
H 1.28 1.56 1.24
H 1.04 -1.75 -4.40
H 0.13 -2.96 -4.16
O 0.50 -2.18 -3.72
*
```

The LUMO energy is 0.42 eV. The total energy comes out at -10380.312 eV. The value obtained for the energy above the lowest of the compared OMol25 structures with the same formula, charge and spin is 28.54 kcal per mole. The highest occupied orbital energy is -0.3347 Ha. As for the SMILES: NC[C@H](N)CO.O.

=====

No. 6
Below is a single C5H11N molecule, with properties calculated with ωB97M-V with the def2-TZVPD basis set.

Geometry as ORCA input:
```
! wB97M-V def2-TZVPD RIJCOSX def2/J DEFGRID3
* xyz 0 1
C -2.09 -1.49 0.51
C -1.38 -0.16 0.28
N 1.13 0.13 -1.59
C 1.10 0.35 -0.23
C 0.09 -0.16 0.55
C 2.03 1.42 0.25
H -1.75 -2.33 -0.09
H -3.12 -1.37 0.15
H -2.12 -1.83 1.54
H -1.61 0.20 -0.73
H -1.83 0.58 0.95
H 0.50 -0.52 -2.02
H 1.72 0.74 -2.13
H 0.50 -0.67 1.43
H 1.90 2.34 -0.31
H 3.11 1.21 0.14
H 1.82 1.56 1.30
*
```

The LUMO energy is 1.07 eV. The total energy comes out at -6851.788 eV. The value obtained for the energy above the lowest of the compared OMol25 structures with the same formula, charge and spin is 40.14 kcal per mole. The highest occupied orbital energy is -0.2502 Ha. As for the SMILES: CC/C=C(/C)N.

=====

No. 7
Below is 3 unconnected molecules or ions with the total composition C3H12O3, with properties calculated with ωB97M-V with the def2-TZVPD basis set.

Geometry as ORCA input:
```
! wB97M-V def2-TZVPD RIJCOSX def2/J DEFGRID3
* xyz 0 1
C 1.09 -0.77 -0.32
C 0.40 0.50 0.13
C -0.80 0.19 1.03
O -0.18 1.15 -1.01
H 2.02 -0.71 -0.91
H 0.42 -1.40 -0.92
H 1.25 -1.42 0.54
H 1.07 1.20 0.65
H -0.42 -0.05 2.02
H -1.47 -0.42 0.41
H -1.35 1.07 1.36
H 0.38 1.29 -1.77
H 1.80 -2.51 3.15
H 1.94 -0.96 3.12
O 1.34 -1.70 2.91
H -1.91 1.57 -2.24
H -1.38 0.22 -2.66
O -2.01 0.91 -2.92
*
```

The LUMO energy is 0.51 eV. The total energy comes out at -9447.511 eV. The value obtained for the energy above the lowest of the compared OMol25 structures with the same formula, charge and spin is 11.89 kcal per mole. The highest occupied orbital energy is -0.3861 Ha. As for the SMILES: CC(C)O.O.O.

=====

No. 8
Below is a single C2H6NO4P molecule, with properties calculated with ωB97M-V with the def2-TZVPD basis set.

Geometry as ORCA input:
```
! wB97M-V def2-TZVPD RIJCOSX def2/J DEFGRID3
* xyz 0 1
C -1.76 0.17 0.45
C -1.10 0.45 -0.88
N -0.85 -0.53 1.32
O 2.42 1.37 0.56
O 0.13 1.11 -0.75
O 2.83 -1.43 -0.03
O 1.65 -0.87 -0.49
P 1.20 0.55 0.28
H -2.04 1.01 0.96
H -2.68 -0.36 0.41
H -1.08 -0.50 -1.39
H -1.86 1.11 -1.33
H -0.36 -1.39 0.91
H 3.50 -0.69 -0.01
*
```

The LUMO energy (alpha / beta) is -1.33 / -1.14 eV. The total energy comes out at -21136.050 eV. The value obtained for the energy above the lowest of the compared OMol25 structures with the same formula, charge and spin is 65.78 kcal per mole. The highest occupied orbital energy (alpha / beta) is -0.3622 / -0.3484 Ha.

=====

No. 9
Below is 14 unconnected molecules or ions with the total composition C56H154N14O14, with properties calculated with ωB97M-V with the def2-TZVPD basis set.

Geometry as ORCA input:
```
! wB97M-V def2-TZVPD RIJCOSX def2/J DEFGRID3
* xyz 0 1
C 14.39 -32.96 -14.22
C 14.54 -32.02 -15.37
C 15.48 -30.80 -15.19
O 14.89 -29.93 -14.26
C 15.63 -28.81 -13.94
N 15.01 -32.78 -16.49
H 13.74 -33.82 -14.40
H 13.87 -32.53 -13.36
H 15.35 -33.32 -13.86
H 13.56 -31.61 -15.63
H 15.74 -30.38 -16.16
H 16.36 -31.15 -14.65
H 15.04 -28.07 -13.41
H 15.56 -28.29 -14.89
H 16.64 -28.83 -13.52
H 14.43 -32.77 -17.32
H 15.70 -32.22 -16.96
C 4.50 -31.66 -25.36
C 5.36 -30.58 -24.66
C 4.35 -29.42 -24.31
O 4.98 -28.44 -23.59
C 5.27 -27.34 -24.45
N 5.91 -31.16 -23.48
H 4.24 -31.47 -26.40
H 3.58 -31.94 -24.85
H 5.03 -32.61 -25.46
H 6.25 -30.26 -25.20
H 3.51 -29.76 -23.71
H 3.78 -29.02 -25.15
H 4.43 -26.89 -24.97
H 5.99 -27.61 -25.22
H 5.69 -26.51 -23.88
H 5.17 -31.72 -23.10
H 6.18 -30.30 -23.03
C 8.31 -30.17 -21.11
C 8.89 -31.03 -19.95
C 10.44 -31.20 -20.02
O 11.02 -32.00 -19.06
C 12.38 -32.35 -19.33
N 8.61 -30.27 -18.78
H 8.81 -29.20 -21.05
H 7.22 -30.11 -21.05
H 8.56 -30.74 -22.00
H 8.30 -31.93 -19.84
H 10.94 -30.23 -19.98
H 10.75 -31.57 -20.99
H 12.95 -32.36 -18.40
H 12.83 -31.68 -20.07
H 12.49 -33.31 -19.83
H 9.43 -30.44 -18.21
H 8.67 -29.30 -19.05
C 20.20 -31.73 -25.62
C 19.42 -31.33 -24.37
C 17.96 -30.73 -24.68
O 17.08 -31.62 -25.42
C 15.75 -31.26 -25.31
N 19.45 -32.49 -23.50
H 20.50 -30.81 -26.14
H 19.51 -32.22 -26.31
H 21.08 -32.37 -25.55
H 19.97 -30.54 -23.85
H 18.10 -29.77 -25.19
H 17.48 -30.38 -23.76
H 15.26 -31.51 -24.37
H 15.19 -31.74 -26.11
H 15.66 -30.19 -25.52
H 20.39 -32.87 -23.44
H 18.81 -33.19 -23.84
C 13.04 -39.37 -20.22
C 12.71 -37.97 -20.70
C 13.92 -36.91 -20.67
O 14.81 -37.12 -21.74
C 15.90 -36.33 -21.67
N 12.11 -38.02 -22.02
H 13.64 -39.40 -19.31
H 13.66 -39.84 -20.98
H 12.15 -40.00 -20.17
H 11.94 -37.72 -19.97
H 14.36 -36.62 -19.72
H 13.51 -35.94 -20.92
H 16.54 -36.43 -22.54
H 16.51 -36.40 -20.77
H 15.51 -35.32 -21.81
H 11.95 -37.05 -22.25
H 12.91 -38.17 -22.62
C 10.47 -28.42 -15.82
C 11.34 -29.00 -14.71
C 12.44 -28.08 -14.10
O 11.94 -26.81 -13.62
C 12.93 -26.16 -12.81
N 10.36 -29.54 -13.78
H 11.11 -28.27 -16.68
H 10.12 -27.41 -15.57
H 9.66 -29.03 -16.21
H 11.99 -29.75 -15.14
H 13.16 -27.88 -14.90
H 12.98 -28.57 -13.29
H 13.76 -25.93 -13.47
H 13.28 -26.75 -11.97
H 12.48 -25.24 -12.45
H 9.93 -28.80 -13.25
H 10.73 -30.17 -13.08
C 14.69 -28.56 -20.53
C 15.79 -28.96 -19.58
C 16.60 -30.12 -20.17
O 15.83 -31.31 -20.38
C 16.41 -32.36 -21.17
N 16.48 -27.81 -19.06
H 14.35 -27.58 -20.20
H 13.89 -29.29 -20.35
H 14.98 -28.51 -21.58
H 15.32 -29.39 -18.69
H 17.37 -30.42 -19.47
H 17.14 -29.75 -21.04
H 16.75 -31.98 -22.14
H 15.67 -33.16 -21.17
H 17.25 -32.72 -20.58
H 16.71 -27.12 -19.76
H 17.43 -28.03 -18.79
C 2.87 -34.17 -22.67
C 4.34 -34.12 -22.20
C 4.58 -33.37 -20.87
O 4.35 -31.95 -20.93
C 4.75 -31.26 -19.73
N 4.91 -35.47 -22.03
H 2.44 -33.17 -22.62
H 2.20 -34.74 -22.03
H 2.96 -34.40 -23.73
H 5.00 -33.67 -22.94
H 5.58 -33.53 -20.47
H 3.90 -33.83 -20.15
H 4.96 -30.22 -19.97
H 5.66 -31.65 -19.28
H 3.99 -31.41 -18.96
H 4.73 -35.87 -22.95
H 5.91 -35.36 -22.03
C 13.74 -28.14 -24.70
C 12.36 -28.52 -24.34
C 12.29 -30.04 -23.96
O 12.77 -30.95 -24.91
C 12.09 -30.94 -26.16
N 11.89 -27.80 -23.18
H 13.74 -27.05 -24.78
H 13.99 -28.58 -25.67
H 14.34 -28.64 -23.95
H 11.72 -28.34 -25.20
H 11.30 -30.32 -23.60
H 12.96 -30.16 -23.11
H 12.41 -30.07 -26.73
H 11.02 -30.92 -25.94
H 12.25 -31.86 -26.72
H 10.88 -27.75 -23.17
H 12.19 -26.84 -23.19
C 17.19 -36.34 -15.54
C 16.43 -36.47 -16.84
C 16.34 -37.85 -17.47
O 17.60 -38.39 -17.80
C 17.51 -39.70 -18.24
N 15.07 -35.96 -16.68
H 18.13 -36.83 -15.76
H 16.72 -36.89 -14.72
H 17.25 -35.31 -15.18
H 17.00 -35.91 -17.58
H 15.83 -37.98 -18.43
H 15.82 -38.57 -16.84
H 18.52 -40.06 -18.44
H 16.93 -39.84 -19.15
H 17.14 -40.50 -17.59
H 14.92 -35.01 -16.97
H 14.77 -35.95 -15.72
C 2.60 -28.03 -20.67
C 1.70 -27.25 -21.52
C 0.35 -27.93 -21.91
O -0.09 -28.67 -20.75
C 0.00 -30.15 -20.73
N 1.46 -26.06 -20.66
H 2.97 -28.92 -21.19
H 2.32 -28.26 -19.64
H 3.42 -27.33 -20.52
H 2.20 -27.13 -22.48
H 0.30 -28.50 -22.84
H -0.40 -27.19 -22.18
H 0.73 -30.55 -21.43
H -0.98 -30.58 -20.97
H 0.42 -30.39 -19.76
H 1.06 -26.46 -19.82
H 0.80 -25.47 -21.14
C 8.78 -33.19 -24.29
C 8.79 -34.46 -23.36
C 10.08 -34.67 -22.49
O 11.15 -35.27 -23.23
C 12.14 -34.30 -23.62
N 7.58 -34.31 -22.58
H 9.07 -32.23 -23.86
H 7.99 -33.14 -25.04
H 9.66 -33.44 -24.88
H 8.79 -35.40 -23.91
H 9.89 -35.42 -21.71
H 10.41 -33.76 -21.99
H 12.39 -34.51 -24.66
H 13.08 -34.45 -23.09
H 11.96 -33.23 -23.69
H 7.00 -33.62 -23.04
H 7.80 -33.94 -21.67
C 7.60 -33.56 -16.07
C 8.71 -32.79 -15.31
C 10.10 -33.19 -15.69
O 10.21 -34.58 -15.72
C 11.42 -35.04 -16.23
N 8.38 -31.45 -15.77
H 6.63 -33.55 -15.58
H 7.84 -34.62 -16.15
H 7.52 -33.22 -17.10
H 8.57 -32.78 -14.23
H 10.87 -32.79 -15.02
H 10.24 -32.67 -16.64
H 12.37 -34.59 -15.93
H 11.35 -34.77 -17.28
H 11.41 -36.13 -16.17
H 8.33 -31.24 -16.76
H 8.83 -30.66 -15.33
C 6.00 -26.68 -18.67
C 6.40 -25.57 -19.62
C 7.38 -26.15 -20.68
O 8.45 -26.92 -20.20
C 9.57 -26.10 -19.89
N 5.08 -25.06 -20.15
H 5.07 -26.47 -18.13
H 6.86 -26.80 -18.02
H 5.78 -27.50 -19.35
H 6.88 -24.87 -18.93
H 7.78 -25.37 -21.33
H 6.81 -26.66 -21.46
H 10.31 -26.80 -19.51
H 9.29 -25.24 -19.27
H 9.96 -25.63 -20.79
H 4.35 -24.75 -19.53
H 4.52 -25.62 -20.78
*
```

The LUMO energy is 0.21 eV. The total energy comes out at -110081.000 eV. The value obtained for the energy above the lowest of the compared OMol25 structures with the same formula, charge and spin is 221.34 kcal per mole. The highest occupied orbital energy is -0.2947 Ha.

=====

No. 10
Below is 4 unconnected molecules or ions with the total composition C6H20NO4, with properties calculated with ωB97M-V with the def2-TZVPD basis set.

Geometry as ORCA input:
```
! wB97M-V def2-TZVPD RIJCOSX def2/J DEFGRID3
* xyz 1 1
C -0.91 -0.24 -2.57
O -2.21 -0.71 -2.17
C 0.07 -0.08 -1.39
C 0.90 1.26 -1.24
C 2.17 1.04 -0.48
C 2.05 -0.58 1.48
C 1.97 0.65 0.98
N -0.72 -0.16 -0.10
H -0.51 -1.04 -3.15
H -1.06 0.70 -3.06
H -2.76 0.07 -2.02
H 0.94 -0.74 -1.26
H 0.13 1.94 -0.85
H 1.24 1.69 -2.21
H 2.87 1.89 -0.49
H 2.96 0.41 -0.97
H 1.81 -0.89 2.51
H 2.40 -1.45 0.96
H 1.85 1.53 1.63
H -0.98 0.72 0.35
H -0.21 -0.64 0.67
H -1.58 -0.68 -0.25
H -0.52 -1.28 3.43
H 0.18 0.17 3.65
O -0.33 -0.41 3.08
H -0.12 -3.42 -0.55
H -1.29 -3.25 0.52
O -0.76 -2.82 -0.17
H -0.75 3.30 1.59
H -1.51 2.03 2.21
O -1.11 2.43 1.43
*
```

The LUMO energy is -2.75 eV. The total energy comes out at -16219.012 eV. The value obtained for the energy above the lowest of the compared OMol25 structures with the same formula, charge and spin is 43.82 kcal per mole. The highest occupied orbital energy is -0.4818 Ha.

=====

No. 11
Below is a single C5H7NO molecule, with properties calculated with ωB97M-V with the def2-TZVPD basis set.

Geometry as ORCA input:
```
! wB97M-V def2-TZVPD RIJCOSX def2/J DEFGRID3
* xyz 0 1
C -1.43 -0.33 0.25
C -0.94 0.90 -0.52
C 0.06 1.66 -0.07
O 2.15 0.29 0.33
C 1.86 -0.88 0.57
N 0.74 -1.50 0.15
C -0.39 -1.23 -0.35
H -1.33 -0.23 1.34
H -2.44 -0.61 -0.04
H -1.32 0.99 -1.54
H 0.48 1.55 0.93
H 0.53 2.41 -0.71
H 2.59 -1.54 1.06
H -0.56 -1.49 -1.40
*
```

The LUMO energy is 0.22 eV. The total energy comes out at -8833.613 eV. The value obtained for the energy above the lowest of the compared OMol25 structures with the same formula, charge and spin is 59.72 kcal per mole. The highest occupied orbital energy is -0.3300 Ha. As for the SMILES: C=CC/C=N\C=O.